Density functional theory data (ωB97M-V/def2-TZVPD) for a 11-piece molecular cluster, C20H65N3O11 overall at a distorted geometry.

The geometry in ORCA input format:
```
! RIJCOSX wB97M-V def2-TZVPD def2/J DEFGRID3
* xyz 0 1
C 0.606 5.816 3.546
O 0.797 4.420 3.686
C -0.375 3.701 3.893
C -0.031 2.183 3.645
C 1.037 1.712 4.634
N 0.453 1.939 2.299
H -0.435 6.131 3.482
H 1.129 6.251 2.694
H 1.072 6.340 4.380
H -0.759 3.882 4.896
H -1.102 3.989 3.134
H -0.928 1.615 3.894
H 0.564 1.717 5.616
H 1.906 2.370 4.644
H 1.378 0.692 4.457
H 0.785 0.985 2.313
H 1.324 2.431 2.163
C -3.631 -1.781 1.900
O -2.811 -2.395 2.873
C -1.454 -2.216 2.518
C -0.591 -2.874 3.661
C -0.667 -2.060 4.944
N 0.811 -3.063 3.316
H -4.665 -2.065 2.098
H -3.473 -2.093 0.868
H -3.490 -0.702 1.950
H -1.329 -2.770 1.588
H -1.226 -1.171 2.310
H -1.065 -3.853 3.727
H -0.171 -1.090 4.908
H -0.213 -2.649 5.741
H -1.726 -1.992 5.193
H 1.415 -3.284 4.095
H 1.011 -3.713 2.570
C 3.726 -0.824 -2.774
O 2.527 -0.134 -2.677
C 2.583 1.227 -2.325
C 2.762 2.155 -3.546
C 2.796 3.636 -3.145
N 1.652 1.958 -4.498
H 4.353 -0.451 -3.583
H 3.500 -1.859 -3.029
H 4.384 -0.766 -1.907
H 1.579 1.434 -1.955
H 3.237 1.494 -1.495
H 3.721 1.928 -4.012
H 3.564 3.826 -2.395
H 1.947 4.041 -2.596
H 2.888 4.263 -4.032
H 1.431 0.972 -4.526
H 0.822 2.305 -4.040
C -1.852 3.015 -3.537
O -1.637 1.809 -4.204
H -2.854 3.159 -3.131
H -1.232 3.057 -2.641
H -1.733 3.888 -4.179
H -1.453 1.145 -3.536
C -2.963 2.642 0.564
O -1.570 2.335 0.318
H -3.357 3.416 -0.095
H -3.597 1.756 0.562
H -3.145 3.117 1.529
H -0.984 2.450 1.070
C 1.173 -1.671 -5.237
O 0.934 -3.008 -5.587
H 2.225 -1.386 -5.225
H 0.641 -0.986 -5.897
H 0.761 -1.547 -4.236
H 1.326 -3.600 -4.941
C -3.995 -1.000 -1.974
O -5.344 -0.711 -1.752
H -3.612 -0.207 -2.615
H -3.481 -1.055 -1.014
H -3.933 -1.950 -2.506
H -5.803 -0.862 -2.581
C -0.214 -0.378 -0.855
O -1.156 0.390 -1.648
H -0.626 -0.989 -0.052
H 0.317 -1.186 -1.358
H 0.534 0.276 -0.409
H -1.585 0.985 -1.029
C 2.856 -0.628 1.845
O 1.484 -0.568 2.097
H 3.396 -0.755 2.784
H 3.075 -1.386 1.093
H 3.022 0.353 1.401
H 1.228 -1.381 2.537
C 1.978 -4.123 0.048
O 0.992 -4.817 0.742
H 2.947 -4.409 0.458
H 1.918 -4.409 -1.002
H 1.812 -3.055 0.188
H 0.208 -4.751 0.192
C -1.187 -3.988 -2.201
O -1.478 -4.273 -0.824
H -1.061 -4.922 -2.748
H -1.963 -3.376 -2.660
H -0.236 -3.461 -2.118
H -2.390 -4.561 -0.735
*
```

Calculated values
E_HOMO   -8.97 eV
Kohn-Sham gap   9.41 eV
E_LUMO   0.43 eV
Energy relative to the best compared isomer or geometry (same formula, charge and spin)   0.9181 eV
E_tot   -1792.6957 Ha
Maximum force   2.33 eV/Å
SMILES   COC[C@H](C)N.COC[C@H](C)N.COC[C@H](C)N.CO.CO.CO.CO.CO.CO.CO.CO

Löwdin population analysis, charges in e, atoms 1 to 6: -0.10, -0.19, -0.20, -0.39, -0.07, 0.06